The following is a DFT calculation (the ωB97M-V functional and the def2-TZVPD basis) of a 6-piece molecular cluster, C24H63ClN5O6 overall at a distorted geometry.

Geometry as XYZ:
```
99
C24H63ClN5O6 (the ωB97M-V functional and the def2-TZVPD basis)
C 5.1190 -0.6915 0.7372
C 5.7749 -0.2450 -0.6103
O 6.1537 -1.4201 -1.3590
C 4.7659 0.6804 -1.4164
C 4.3587 0.3559 -2.8821
Cl 3.3625 -1.2868 -2.7390
H 5.5584 -1.6295 1.1330
H 4.0389 -0.8711 0.5802
H 5.2272 0.1067 1.5151
H 6.7042 0.3438 -0.4073
H 7.0671 -1.4196 -1.4384
H 5.1813 1.7207 -1.4047
H 3.8211 0.7304 -0.8115
H 5.2572 -0.0552 -3.4211
C 3.2248 -4.7990 5.1990
C 2.9445 -4.5724 3.7213
C 4.1627 -4.0903 2.9268
O 4.4853 -2.7407 3.2024
C 5.4265 -2.5186 4.2245
N 1.8097 -3.6518 3.5655
H 3.3173 -3.8475 5.7297
H 2.4011 -5.3487 5.6559
H 4.1479 -5.3643 5.3468
H 2.6479 -5.5293 3.2767
H 3.8952 -4.1192 1.8671
H 5.0451 -4.7267 3.0729
H 6.2024 -3.2929 4.2243
H 4.9645 -2.4897 5.2172
H 5.8955 -1.5540 4.0279
H 1.5925 -3.5681 2.5736
H 2.1618 -2.7261 3.7963
C 1.9886 -0.1517 2.6170
C 1.6078 -0.2596 1.1430
C 0.7313 0.8974 0.6502
O -0.6330 0.8434 1.0493
C -0.9300 1.2727 2.3618
N 1.0281 -1.5825 0.8936
H 1.1579 -0.4384 3.2657
H 2.8265 -0.8194 2.8257
H 2.2865 0.8676 2.8751
H 2.5274 -0.1951 0.5575
H 0.7119 0.8827 -0.4428
H 1.1680 1.8550 0.9645
H -0.2709 2.0899 2.6747
H -0.8486 0.4570 3.0846
H -1.9593 1.6363 2.3556
H 0.9097 -1.7265 -0.1053
H 0.0906 -1.5959 1.2876
C -4.2325 4.8080 -1.4567
C -2.9301 4.8757 -0.6703
C -2.7434 3.7155 0.3056
O -3.5682 3.8013 1.4658
C -4.8843 3.2833 1.3264
N -2.8195 6.1881 -0.0288
H -5.0829 5.1019 -0.8351
H -4.1927 5.4962 -2.3016
H -4.4149 3.7982 -1.8298
H -2.1029 4.7948 -1.3847
H -1.7062 3.7154 0.6528
H -2.9205 2.7691 -0.2036
H -4.9011 2.3726 0.7181
H -5.5424 4.0217 0.8579
H -5.2742 3.0598 2.3200
H -1.8972 6.2908 0.3805
H -3.4684 6.2132 0.7527
C -5.7133 -2.5587 -1.5029
C -6.3911 -1.2638 -1.9328
C -5.4145 -0.1177 -2.2174
O -4.8542 0.4688 -1.0576
C -3.7039 -0.2007 -0.5531
N -7.4179 -0.9066 -0.9505
H -5.3655 -2.4957 -0.4702
H -6.4209 -3.3867 -1.5597
H -4.8539 -2.7852 -2.1357
H -6.9086 -1.4542 -2.8809
H -5.9645 0.6851 -2.7187
H -4.6137 -0.4545 -2.8881
H -3.0670 -0.5637 -1.3647
H -3.9737 -1.0378 0.0977
H -3.1388 0.5028 0.0393
H -7.9538 -0.1147 -1.2893
H -6.9491 -0.5767 -0.1116
C 0.2853 -1.2125 -3.8086
C -0.5126 0.0430 -4.1419
C 0.3483 1.3055 -4.2739
O 0.7880 1.8263 -3.0377
C 1.9677 1.2055 -2.5304
N -1.5808 0.2184 -3.1479
H 0.6191 -1.2160 -2.7702
H -0.3326 -2.0991 -3.9553
H 1.1765 -1.3036 -4.4290
H -0.9940 -0.1008 -5.1179
H -0.2582 2.0959 -4.7317
H 1.2049 1.1087 -4.9316
H 2.6552 0.9308 -3.3317
H 1.7459 0.3024 -1.9612
H 2.4623 1.9246 -1.8758
H -2.1691 1.0069 -3.4067
H -1.1276 0.5057 -2.2828
```

Calculated values
net charge = -1
ΔE to the lowest compared entry with this formula, charge and spin = 0.0000 eV